Record 1
Below is C14H30BaF8N2O14S4 as an isolated structure at a distorted geometry, with properties calculated with ωB97M-V/def2-TZVPD.

Geometry as XYZ:
```
73
Properties=species:S:1:pos:R:3:forces:R:3:lowdin_charge:R:1
Ba -0.156506 -0.089555 0.167109 -0.07 0.01 -0.02 1.90
C 2.203764 3.769745 -5.522691 0.79 0.99 -1.82 -0.64
F 1.174954 3.096905 -6.038161 -0.07 -0.41 0.68 0.12
F 2.883614 4.241875 -6.596731 0.09 -0.55 0.71 0.11
F 1.743214 4.844225 -4.898051 -0.11 -0.53 0.70 0.13
S 3.379194 2.618015 -4.513351 0.27 -3.26 0.87 0.65
O 2.758724 1.281265 -4.508901 -0.51 1.86 0.41 -0.38
O 4.667874 2.561645 -5.179481 -1.22 1.16 0.79 -0.30
N 3.299964 3.182635 -2.886511 0.29 -0.47 -4.00 -0.33
S 4.161504 4.520945 -2.910581 1.29 3.77 1.22 0.60
O 4.506904 5.206695 -4.192071 -0.90 -2.10 2.63 -0.32
O 3.620114 5.393565 -1.846741 1.06 -1.55 -1.41 -0.34
C 5.859374 3.888985 -2.139841 0.63 1.84 -0.99 -0.61
F 5.606694 3.036295 -1.165091 -0.04 -0.40 0.19 0.12
F 6.773064 3.360785 -2.990651 -1.26 -0.02 0.44 0.11
F 6.484634 4.977865 -1.610191 -0.62 -0.61 -0.09 0.09
N -3.878196 -1.982225 3.747179 2.05 -3.63 1.64 -0.30
S -5.225826 -1.662935 4.411309 -5.56 2.64 -0.67 0.40
O -5.187456 -1.234775 5.789089 -0.12 -0.57 -0.91 -0.29
O -6.315476 -2.508935 3.938749 1.10 1.38 0.92 -0.31
F -5.483376 -0.277155 3.610119 0.21 -0.14 0.10 -0.24
S -3.654326 -3.366275 4.807129 2.08 -1.85 -0.36 0.53
O -4.653056 -4.411975 4.820809 1.00 1.57 -0.33 -0.27
O -2.979156 -3.029575 6.008809 -0.41 0.68 0.64 -0.29
F -2.421086 -4.046895 4.064419 -0.02 0.07 -1.34 -0.23
C 0.280684 1.836785 6.015279 -1.64 -0.08 -0.85 -0.09
O 1.022454 1.735715 4.805669 -1.36 0.07 0.47 -0.20
C 2.364494 1.877975 5.064729 1.33 -0.57 -0.83 -0.24
C 2.987434 0.552935 5.571809 -1.14 0.42 -1.07 -0.15
O 2.710774 -0.432355 4.502889 0.76 0.85 2.07 -0.21
C 3.177444 -1.702075 4.957619 -0.42 -0.37 -1.67 -0.12
H -0.753106 1.941915 5.686149 -0.14 -0.16 0.10 0.09
H 0.462204 2.752665 6.577699 0.62 -0.08 0.11 0.09
H 0.311064 0.929465 6.618559 0.36 0.11 0.16 0.09
H 2.494664 2.802715 5.626879 0.58 -0.31 0.67 0.13
H 2.818894 2.072865 4.093319 0.29 -0.01 -0.12 0.12
H 2.488884 0.187035 6.469399 0.05 0.08 0.14 0.11
H 4.049244 0.689045 5.777039 0.16 -0.24 -0.21 0.13
H 2.795604 -2.382645 4.196619 0.24 -0.29 -0.08 0.08
H 2.751104 -2.091815 5.881979 0.10 0.61 0.38 0.09
H 4.266294 -1.733705 4.918889 0.07 -0.09 0.41 0.09
C -3.308316 4.524405 -1.024351 1.05 0.48 -0.36 -0.11
O -3.639936 3.211365 -1.407091 -1.24 0.53 -0.16 -0.19
C -4.653956 3.238365 -2.416361 -0.62 -2.31 -0.46 -0.18
C -4.828416 1.751445 -2.812191 -0.49 0.47 0.88 -0.24
O -3.615596 1.281965 -3.291741 1.29 -1.08 -2.41 -0.20
C -3.816906 0.355485 -4.391331 -0.84 -0.67 0.97 -0.08
H -2.852916 4.976255 -1.905561 -0.04 0.59 0.03 0.09
H -2.536486 4.521415 -0.254701 -0.04 -0.34 0.09 0.08
H -4.116116 5.151955 -0.647871 -0.39 -0.27 -0.14 0.09
H -4.459646 3.798165 -3.331221 1.04 0.19 0.05 0.13
H -5.637986 3.621845 -2.146701 0.03 0.11 1.01 0.13
H -5.650006 1.548465 -3.499141 -0.03 0.58 -0.36 0.12
H -5.058906 1.106245 -1.964431 -0.34 0.38 0.63 0.12
H -4.532566 -0.402015 -4.071791 0.05 -0.46 0.51 0.08
H -2.919766 -0.196125 -4.672351 0.21 0.64 0.08 0.09
H -4.374336 0.712425 -5.257331 0.62 1.00 -0.18 0.09
C 3.384294 -3.846835 -1.748411 -0.38 0.55 0.35 -0.11
O 2.042204 -4.246515 -1.517891 -0.16 -0.54 0.30 -0.22
C 1.648534 -5.415115 -2.240691 -0.64 0.88 0.22 -0.18
C 0.208404 -5.950905 -1.830241 0.50 1.43 -1.05 -0.11
O -0.821686 -4.880705 -1.701401 2.12 -1.07 -0.78 -0.20
C -2.046406 -5.377715 -1.264561 -1.22 0.52 1.34 -0.15
H 3.558694 -3.573315 -2.789011 0.02 -0.10 -0.15 0.09
H 4.147164 -4.543835 -1.401521 -0.18 -0.44 -0.10 0.09
H 3.501004 -2.956825 -1.130051 0.18 0.14 -0.14 0.08
H 2.440074 -6.163165 -2.196241 -0.27 -0.61 0.78 0.12
H 1.710364 -5.173795 -3.301861 -0.71 0.28 -0.32 0.12
H 0.210834 -6.587635 -0.945551 0.05 0.22 0.12 0.12
H -0.024826 -6.536065 -2.719791 -0.45 -0.39 0.19 0.12
H -2.687766 -5.997855 -1.890821 0.80 -0.50 -0.63 0.09
H -2.712056 -4.533875 -1.083051 0.19 0.44 -0.04 0.08
H -1.954206 -5.825165 -0.274931 0.09 -0.47 0.02 0.09
```
Positions in Å, forces in eV/Å.

HOMO ... -9.0 eV
DFT total energy ... -112410.9737 eV
LUMO energy ... -4.8333 eV
Frontier orbital gap ... 4.2 eV


Record 2
Below is a 3-piece molecular cluster, C25H48N5O11P2S overall at a distorted geometry, with properties calculated with ωB97M-V/def2-TZVPD.

Geometry as XYZ:
```
92
Properties=species:S:1:pos:R:3:forces:R:3:lowdin_charge:R:1
C 0.425026 -6.538668 3.299474 0.66 0.04 -1.08 -0.10
C -0.687398 -5.617152 2.510650 0.03 -0.82 -0.63 -0.35
C -1.240599 -6.508120 1.224278 -0.66 -0.33 0.56 -0.11
C -0.077753 -4.195425 1.934469 0.61 -0.28 0.32 -0.14
C 0.867168 -4.501425 0.605275 1.88 -0.42 -0.41 -0.01
C 2.358723 -5.123079 0.881224 -2.15 1.00 -5.70 0.12
C 3.165781 -5.424364 -0.553291 -3.31 1.15 2.18 -0.01
C 4.672428 -6.098999 -0.583044 -1.03 -0.22 -0.48 -0.17
C 5.143481 -6.658889 0.884628 -0.27 -0.90 -1.18 -0.47
S 6.221146 -5.464265 1.867115 -0.51 1.91 -0.64 0.86
C 6.149615 -3.725923 1.172057 2.11 2.37 -3.72 -0.48
N 7.129481 -3.301951 0.063680 -4.43 0.28 3.91 -0.02
N 6.922248 -1.963916 -0.280332 -5.37 -1.06 5.66 0.00
C 5.794439 -1.524988 0.635865 2.12 -2.04 -1.22 -0.02
O 5.279270 -2.584162 1.549013 4.31 0.05 -4.24 -0.10
N 2.412536 -5.080863 -1.805107 2.19 -0.90 2.62 0.00
N 1.199263 -4.533144 -2.051565 -1.77 0.43 4.76 0.11
C 0.329237 -4.199018 -0.901043 3.37 -1.91 0.32 -0.03
C -1.180991 -3.571581 -1.253880 1.22 0.24 -0.11 -0.07
O -0.970606 -2.325597 -2.056931 -0.93 -2.45 0.04 -0.15
N -0.752054 -1.279664 -1.200965 -3.26 3.50 0.76 0.00
O -1.666247 -0.460196 -1.289892 4.01 -2.97 -0.16 0.03
H -0.002223 -7.096428 4.248881 0.96 1.35 -2.03 0.10
H 1.386440 -5.881604 3.543491 -2.18 -1.42 -0.02 0.07
H 0.803260 -7.344351 2.505715 -0.78 1.53 1.92 0.08
H -1.577314 -5.403753 3.246269 1.75 -0.15 -1.60 0.15
H -0.375555 -7.076194 0.648024 -1.72 1.34 1.27 0.09
H -1.978968 -7.325094 1.656056 1.56 1.62 -1.00 0.10
H -1.856532 -5.863246 0.458974 1.18 -1.17 1.50 0.08
H -0.965497 -3.462288 1.728076 1.83 -1.43 0.02 0.11
H 0.590817 -3.683071 2.779281 -1.30 -1.14 -1.99 0.14
H 2.824565 -5.367525 1.927941 -1.09 0.68 -2.35 0.11
H 4.640118 -7.021927 -1.325243 -0.04 1.99 1.45 0.14
H 5.415817 -5.302980 -1.011990 -1.31 -1.46 0.92 0.12
H 5.832288 -7.610639 0.672534 -1.38 2.26 0.52 0.11
H 4.275529 -7.042249 1.572528 1.50 0.89 -1.53 0.08
H 5.312364 -0.442226 0.690406 1.12 -2.78 0.03 0.15
H 2.961281 -5.323365 -2.689028 -1.23 0.62 1.46 0.19
H -1.817392 -4.291728 -1.937984 1.54 1.51 1.50 0.16
H -1.753347 -3.237117 -0.290607 1.17 -1.13 -1.77 0.13
O -3.612333 4.584700 3.435237 2.78 1.11 -3.65 -0.23
P -4.064300 3.950325 2.097132 -7.61 -3.53 5.03 0.75
O -5.635955 4.458270 2.227960 0.70 0.26 -0.54 -0.23
C -5.935824 5.797383 1.887626 -0.27 0.36 -0.26 -0.31
C -5.972265 5.980778 0.383528 0.00 0.08 -0.26 -0.09
O -4.306180 2.439414 2.762066 1.31 -0.08 -0.92 -0.24
C -3.475061 1.998714 3.829767 -0.02 -0.01 0.48 -0.32
C -4.165819 2.203984 5.168670 -0.16 0.13 0.10 -0.07
O -4.569308 3.241502 0.601994 2.75 2.41 0.62 -0.22
C -3.612564 2.448955 -0.083763 0.23 -0.68 -0.74 -0.29
C -3.695829 0.988689 0.328057 0.19 -0.42 0.30 -0.08
H -5.210688 6.474782 2.345342 -0.02 0.07 0.09 0.11
H -6.916780 6.026052 2.306214 0.05 -0.12 0.11 0.12
H -4.974110 5.855555 -0.047909 -0.07 0.07 -0.03 0.06
H -6.335512 6.979195 0.123255 0.06 -0.08 0.03 0.08
H -6.622138 5.233487 -0.084062 0.07 0.14 0.13 0.08
H -2.496958 2.491664 3.794484 -0.24 0.04 0.13 0.10
H -3.290220 0.927952 3.686936 -0.11 0.03 -0.16 0.11
H -4.533766 3.228999 5.293445 0.27 -0.15 -0.14 0.08
H -3.481819 1.980066 5.991214 -0.05 -0.02 -0.03 0.08
H -5.037143 1.549268 5.249554 0.10 -0.03 -0.02 0.08
H -2.605837 2.848251 0.069693 0.02 -0.12 -0.22 0.11
H -3.844572 2.528044 -1.150339 0.08 0.18 0.12 0.12
H -3.111950 0.809994 1.235411 -0.17 -0.03 -0.03 0.06
H -3.280283 0.339360 -0.447372 -0.42 0.39 0.18 0.03
H -4.727868 0.685618 0.534411 0.14 0.19 -0.10 0.09
O -0.452695 3.888417 -2.231585 1.88 1.73 3.95 -0.23
P 1.037352 4.272173 -2.403986 -1.08 -2.54 -9.47 0.75
O 0.792483 5.159088 -3.781898 0.21 0.16 0.94 -0.23
C 0.295153 6.475921 -3.649278 0.02 0.57 -0.10 -0.31
C 1.386352 7.426111 -3.197952 0.16 0.20 0.09 -0.09
O 1.434869 2.846632 -3.174251 0.62 -0.08 1.49 -0.24
C 0.762387 1.643614 -2.820024 -0.36 -0.23 -0.18 -0.32
C -0.354177 1.341310 -3.806859 -0.13 0.10 -0.16 -0.07
O 2.702264 4.700964 -2.596620 -2.21 0.51 2.98 -0.22
C 3.622075 4.110605 -1.691535 1.00 -0.19 0.22 -0.30
C 4.174397 2.800834 -2.228515 -0.11 -0.56 0.12 -0.08
H -0.548224 6.492872 -2.954566 -0.11 0.01 -0.03 0.11
H -0.073060 6.783257 -4.628943 -0.02 -0.17 -0.01 0.12
H 1.701281 7.198848 -2.174573 -0.02 0.10 -0.04 0.06
H 1.035175 8.461667 -3.226650 0.02 -0.10 0.03 0.08
H 2.271519 7.333593 -3.836181 -0.20 0.02 0.06 0.08
H 0.395250 1.688744 -1.788471 -0.11 0.05 -0.22 0.10
H 1.495935 0.830110 -2.854898 0.13 0.14 -0.05 0.11
H -1.027141 2.195168 -3.947049 0.16 -0.14 0.25 0.08
H -0.945746 0.487573 -3.466632 0.04 0.06 -0.12 0.05
H 0.062177 1.109323 -4.790338 0.02 -0.04 0.10 0.08
H 3.157682 3.973575 -0.710696 0.20 0.00 0.05 0.11
H 4.447565 4.819494 -1.574463 -0.21 0.05 0.05 0.12
H 3.498696 1.972998 -1.995586 0.07 0.07 -0.17 0.05
H 5.136004 2.562853 -1.765620 0.00 0.18 -0.04 0.07
H 4.297666 2.830434 -3.316387 0.00 0.13 0.24 0.09
```
Positions in Å, forces in eV/Å.

Total charge ... +1
HOMO ... -11.1 eV
Energy above the lowest of the compared OMol25 structures with the same formula, charge and spin ... 1855.42 kJ/mol
DFT total energy ... -86062.8899 eV
LUMO energy ... -5.1012 eV
Frontier orbital gap ... 6.0 eV


The highest frontier orbital gap belongs to which entry?
C25H48N5O11P2S


Which value of HOMO does entry 2 give?
-11.1 eV


LUMO energy of number 1 (C14H30BaF8N2O14S4)?
-4.8333 eV


Among the records above, which one has the lowest DFT total energy?
C14H30BaF8N2O14S4